Entry 1:
C40H46N6O2S2Sr | ωB97M-V/def2-TZVPD

Values from the calculation:
gap between HOMO and LUMO (alpha / beta)	3.86 / 3.86	eV
lowest unoccupied orbital energy (alpha / beta)	-1.91 / -1.91	eV
E_HOMO (alpha / beta)	-5.770 / -5.770	eV

Last column: Mulliken charge in e.
Atoms and positions in Å:
Sr -14.935 4.755 12.055  1.46
S -15.141 2.524 14.055  -0.16
S -17.202 4.763 10.108  -0.24
O -15.460 6.070 13.911  -0.70
O -13.897 6.944 11.113  -0.89
N -13.028 4.191 10.187  -0.09
N -15.167 10.706 10.442  -0.15
N -16.119 1.673 8.811  0.40
N -16.408 8.819 13.944  0.28
N -17.487 1.785 12.216  0.91
N -12.909 4.723 13.712  0.40
C -16.985 -1.668 13.549  -0.70
C -13.584 4.857 9.187  -0.33
C -14.333 6.947 17.841  0.02
C -16.936 2.523 8.127  0.19
C -13.856 8.705 9.499  0.22
C -13.890 7.204 19.259  -1.55
C -16.718 10.078 13.296  -0.72
C -15.870 0.971 13.850  0.28
C -15.503 -0.144 14.645  -0.62
C -18.408 2.756 12.777  -0.91
C -16.333 8.590 15.269  -0.58
C -13.724 6.688 7.543  -0.68
C -18.413 4.147 6.299  -0.65
C -13.446 8.998 8.139  -1.21
C -17.523 -0.565 12.856  -0.14
C -16.025 -1.437 14.502  -0.53
C -17.434 2.031 6.863  -0.75
C -17.345 3.908 8.538  0.60
C -11.465 4.334 13.425  -0.92
C -13.780 8.047 7.185  0.72
C -11.668 4.432 10.746  -0.36
C -16.591 10.819 10.794  -0.82
C -15.340 7.591 17.195  -0.61
C -14.965 6.431 15.006  0.47
C -13.048 4.796 15.012  -0.90
C -16.994 0.716 13.008  -0.70
C -13.736 7.263 9.886  0.20
C -18.060 4.630 7.567  -0.93
C -11.284 3.690 12.065  -1.03
C -17.387 1.706 10.807  -2.09
C -13.545 6.283 8.863  1.30
C -14.208 8.318 5.764  -1.54
C -13.594 6.129 17.021  -0.19
C -15.579 7.509 15.784  0.44
C -14.463 9.552 10.497  -0.45
C -17.020 9.750 11.823  -0.31
C -13.884 5.783 15.696  0.71
C -15.086 0.914 8.072  -1.03
C -18.124 2.826 5.943  -0.65
C -15.983 1.775 10.267  0.26
H -18.304 -0.717 12.109  0.39
H -14.721 7.524 19.917  0.36
H -13.043 9.963 7.880  0.55
H -17.587 10.609 13.725  0.41
H -14.747 0.001 15.395  0.39
H -13.298 8.187 5.079  0.31
H -14.208 9.156 11.524  0.44
H -16.064 8.123 17.802  0.33
H -11.482 5.521 10.843  0.17
H -16.208 8.050 13.300  -0.06
H -13.751 5.906 6.738  0.43
H -15.562 2.739 10.516  -0.60
H -14.158 4.236 8.473  0.02
H -15.902 10.759 13.443  0.36
H -15.471 0.093 7.435  0.32
H -17.303 0.980 6.648  0.38
H -18.137 9.655 11.774  0.39
H -14.385 0.468 8.862  0.30
H -18.502 2.450 4.969  0.33
H -18.035 2.465 10.389  1.19
H -11.822 2.751 11.986  0.24
H -13.351 6.305 19.695  0.34
H -10.863 5.267 13.518  0.31
H -14.502 1.587 7.403  0.32
H -17.287 -2.681 13.289  0.35
H -11.144 3.631 14.184  0.45
H -16.700 11.833 11.203  0.36
H -15.042 7.726 5.442  0.42
H -15.002 11.180 9.561  0.30
H -18.183 2.901 13.847  0.29
H -16.564 8.790 11.552  0.13
H -14.481 9.345 5.553  0.40
H -13.104 7.996 19.200  0.29
H -17.723 0.739 10.464  0.00
H -18.923 4.792 5.551  0.31
H -16.915 9.167 15.957  0.41
H -10.942 3.967 10.059  0.38
H -12.572 4.113 15.738  0.24
H -18.372 5.596 7.892  0.45
H -19.435 2.447 12.685  0.27
H -10.241 3.381 12.018  0.48
H -18.318 3.694 12.189  0.24
H -12.770 5.552 17.427  0.37
H -17.267 10.787 9.930  0.35
H -15.699 -2.190 15.225  0.33
H -15.390 0.980 10.725  0.82

=====

Entry 2:
C40H47BF5N8O6P2 | ωB97M-V/def2-TZVPD

Values from the calculation:
gap between HOMO and LUMO	7.24	eV
lowest unoccupied orbital energy	1.88	eV
E_HOMO	-5.354	eV
total charge	-1

Last column: Mulliken charge in e.
Atoms and positions in Å:
P 1.917 1.258 -3.642  1.04
P 2.278 4.417 -3.201  1.17
F -2.684 3.675 -5.311  -0.34
F -3.224 2.327 -3.578  -0.33
F -3.352 5.851 -4.198  -0.27
F -2.933 5.170 -2.010  -0.24
F -4.779 4.492 -3.088  -0.27
O 3.940 4.788 -3.094  -0.61
O 3.021 2.459 -1.458  -0.63
O 2.928 1.629 -5.005  -0.63
O 1.792 4.470 -4.854  -0.49
O 0.425 0.769 -4.293  -0.53
O 2.545 0.007 -2.983  -0.66
N -0.219 -3.902 3.641  -0.21
N 1.905 -4.011 -6.657  -0.60
N 6.410 -3.740 3.970  -0.50
N 3.892 -1.509 0.386  -0.53
N -5.805 -3.142 4.556  -0.31
N 5.433 1.782 4.070  -0.57
N 1.486 5.565 -2.382  -0.91
N -9.933 6.614 -1.800  -0.58
C 2.150 -5.021 -5.810  -0.27
C -6.682 -3.987 3.995  -0.11
C 2.936 -1.204 -0.509  -0.60
C 1.587 -1.452 -0.308  -0.30
C 8.721 -4.617 2.675  -0.18
C -7.553 -1.490 4.621  -0.61
C 0.108 -5.151 4.004  -0.11
C -3.403 4.785 -3.280  0.63
C -9.273 7.404 -2.659  -0.16
C -1.054 3.584 -3.392  -0.55
C -2.580 3.559 -3.892  0.76
C -6.255 -1.915 4.856  -0.08
C -8.439 -2.383 4.038  -0.10
C 6.917 -4.963 4.188  -0.21
C 2.541 -4.845 -4.492  -0.44
C -8.117 7.027 -3.324  -0.47
C 2.165 -2.377 1.823  -0.22
C 0.547 2.745 -1.396  -0.74
C 4.778 2.389 5.071  -0.28
C -0.747 -6.010 4.675  -0.67
C 7.068 -2.960 3.100  0.17
C 2.057 -2.768 -6.174  -0.31
C -7.608 5.759 -3.086  -0.07
C 2.693 -3.549 -4.020  -0.31
C 8.217 -3.349 2.430  -0.58
C -2.382 -4.264 4.633  -0.37
C 1.198 -2.051 0.882  -0.54
C -9.420 5.392 -1.589  -0.19
C -7.999 -3.659 3.716  -0.63
C 3.309 0.981 3.270  -0.08
C 4.688 1.091 3.193  -0.32
C 3.488 -2.086 1.530  -0.61
C 3.404 2.337 5.238  -0.30
C -8.270 4.921 -2.201  -0.38
C -2.018 -5.552 4.994  -0.23
C -1.454 -3.485 3.961  -0.29
C 2.448 -2.486 -4.874  0.02
C 2.658 1.617 4.315  -0.49
C -0.882 2.698 -2.084  -0.38
C 8.061 -5.444 3.572  -0.38
B 1.855 2.694 -2.365  -0.32
H -0.438 3.234 -4.281  0.16
H -6.292 -4.973 3.765  0.37
H 0.682 3.652 -0.703  0.22
H 0.611 1.834 -0.693  0.17
H -1.156 1.616 -2.336  0.20
H -7.900 3.925 -1.991  0.36
H -0.429 -7.010 4.940  0.35
H -1.692 -2.472 3.654  0.39
H 1.851 -1.969 -6.880  0.36
H 0.413 0.780 -5.270  0.27
H -2.716 -6.194 5.520  0.38
H -6.707 5.427 -3.585  0.44
H -9.975 4.773 -0.891  0.34
H 3.285 -0.739 -1.429  1.01
H 0.859 -1.183 -1.064  0.47
H 5.242 0.608 2.394  0.58
H 2.999 -3.370 -2.995  0.47
H 1.897 -2.846 2.761  0.54
H 6.637 -1.976 2.945  0.30
H 2.157 6.226 -1.966  0.23
H 4.468 3.960 -3.125  0.34
H -3.365 -3.873 4.867  0.40
H 6.365 -5.573 4.895  0.36
H 0.152 -2.262 1.076  0.37
H -7.862 -0.487 4.886  0.35
H -1.679 3.059 -1.337  0.52
H 8.705 -2.677 1.736  0.35
H 8.427 -6.440 3.788  0.35
H -9.707 8.388 -2.810  0.35
H 1.113 -5.461 3.735  0.38
H 2.759 0.411 2.531  0.35
H 2.618 4.483 -5.389  0.30
H -7.627 7.707 -4.009  0.35
H 4.280 -2.319 2.236  0.45
H 2.558 -1.461 -4.537  0.44
H -9.463 -2.089 3.837  0.36
H 5.404 2.942 5.764  0.34
H -0.800 4.692 -3.249  0.28
H 2.308 1.841 -5.743  0.32
H 2.021 -6.015 -6.227  0.34
H 1.580 1.553 4.411  0.40
H 9.619 -4.958 2.171  0.36
H 2.929 2.845 6.068  0.36
H -8.663 -4.382 3.260  0.35
H -5.524 -1.251 5.306  0.37
H 2.724 -5.700 -3.852  0.37
H 2.829 2.841 -0.578  0.17